Formula: C6H6N5O2
Source: OMol25
Level of theory: ωB97M-V/def2-TZVPD

```
19
Properties=species:S:1:pos:R:3
C -0.43218 -1.22505 -2.78742
C 0.40832 -0.64940 -2.09172
C -2.71678 -0.60949 -0.00220
C 2.62846 -0.49507 1.06400
C 0.67839 1.89167 0.85344
C 0.36375 0.56880 0.87794
N -2.88456 0.64691 -0.35387
N -1.60246 -0.79529 0.66849
N -1.70495 1.24444 -0.13888
N -0.98974 0.31626 0.48814
N 1.18360 -0.48615 1.17432
O 3.15010 -1.56486 1.38078
O 3.13663 0.59179 0.70619
H -1.24385 -1.74668 -3.07656
H -3.43484 -1.36444 -0.08740
H 1.68581 2.23547 1.11583
H 0.06034 2.61662 0.57829
H 0.96760 0.18852 -1.79007
H 0.74637 -1.36406 1.42070
```

As for the energy above the lowest of the compared OMol25 structures with the same formula, charge and spin: 3.640 eV. Its molecular weight is 180.15 g/mol. The LUMO energy is 3.4318 eV. Its net charge is -1. Its frontier orbital gap is 8.022 eV. The value obtained for the electronic energy is -17862.378 eV.


Formula: C5H33N2O10
Source: OMol25
Level of theory: ωB97M-V/def2-TZVPD

```
50
Properties=species:S:1:pos:R:3
C -0.83219 -0.57642 3.01678
C 0.49235 0.00951 2.48979
C 1.13620 -1.01385 1.54564
C 0.26912 -1.25815 0.30223
C -0.31474 -0.30903 -0.40475
N -1.17495 -0.73936 -1.52754
N 1.38182 0.31184 3.62163
H -1.31594 -1.25351 2.31654
H -0.81209 -0.85125 4.06465
H -1.58191 0.21391 2.94086
H 0.30538 0.91140 1.90775
H 2.14842 -0.82216 1.17480
H 1.22498 -1.91285 2.14801
H 0.19416 -2.33241 0.18780
H -0.36213 0.75646 -0.23038
H -0.65568 -0.91279 -2.40749
H -1.61439 -1.68337 -1.37751
H -1.91813 -0.06780 -1.64650
H 2.24959 -0.19473 3.69019
H 0.83945 0.23989 4.46680
H 1.59405 -1.52803 -3.27674
H 0.95153 -0.46951 -4.24798
O 0.80447 -0.98629 -3.45439
H -2.05372 -3.65749 -1.99665
H -2.58808 -3.30813 -0.59897
O -1.77482 -3.38085 -1.11437
H 0.82992 2.70521 -1.13453
H -3.26978 0.62132 1.43020
O -2.85641 0.80299 0.57896
H 2.41972 2.08251 2.11440
H 1.42620 2.51155 3.16121
O 1.58545 2.55242 2.21166
H 1.88420 0.15047 -1.58607
H 2.80369 1.29542 -2.05832
O 2.68329 0.33769 -2.08568
H -2.41534 1.61952 0.71838
H -1.10215 3.27386 0.43398
O -0.40550 2.61170 0.46094
H 3.57356 -1.48122 -2.04247
H 2.30759 -2.21990 -1.45685
O 3.04712 -2.28510 -2.06153
H -2.85019 -0.87056 0.67350
H -4.02772 -1.93306 1.02318
O -3.22132 -1.75024 0.54401
H 1.18120 3.98705 -1.97489
H 0.22679 2.84771 1.16394
O 1.28620 3.03985 -1.91307
H -1.13914 1.66107 -3.83520
H 0.19850 1.67598 -2.99761
O -0.75861 1.57874 -2.95832
```

As for the energy above the lowest of the compared OMol25 structures with the same formula, charge and spin: 2.807 eV. Its molecular weight is 281.32 g/mol. The LUMO energy is -2.5243 eV. Its net charge is +1. Its frontier orbital gap is 9.704 eV. The value obtained for the electronic energy is -29169.832 eV.


Formula: C5H7NO
Source: OMol25
Level of theory: ωB97M-V/def2-TZVPD

```
14
Properties=species:S:1:pos:R:3
C -2.21130 0.00526 0.38896
O -1.44496 -0.03144 -0.81864
N -0.12061 -0.03048 -0.47413
C 0.60419 1.12547 -0.33637
C 1.89280 0.74520 -0.00042
C 1.92573 -0.69386 0.01438
C 0.67639 -1.14790 -0.30445
H -3.22785 -0.16275 0.06194
H -2.08909 0.98431 0.89951
H -1.89604 -0.81390 1.03795
H 0.11899 2.10954 -0.43566
H 2.74720 1.36251 0.17044
H 2.78653 -1.32919 0.23293
H 0.23801 -2.12279 -0.43643
```

As for the energy above the lowest of the compared OMol25 structures with the same formula, charge and spin: 2.563 eV. Its molecular weight is 97.12 g/mol. The LUMO energy is 1.0310 eV. The SMILES is COn1cccc1. Its frontier orbital gap is 9.511 eV. The value obtained for the electronic energy is -8833.640 eV.